Record 1
C2H4N2S | ωB97M-V with the def2-TZVPD basis set

```
9
Properties=species:S:1:pos:R:3
C 1.19 -0.48 -0.03
C 0.39 0.55 0.23
N -1.69 -1.78 -1.36
N -1.57 -0.71 -1.51
S -0.05 1.18 1.93
H 1.29 -0.92 -1.00
H 1.74 -1.04 0.67
H -0.14 1.20 -0.56
H -1.17 2.00 1.61
```

## Properties
2S+1: 1
Maximum force (eV/A): 2.24
ΔE to the lowest compared entry with this formula, charge and spin (eV): 0.073
E (Ha): -586.29172
SMILES: C=CS.N#N

=====

Record 2
C7H15Cl6NO2 | ωB97M-V with the def2-TZVPD basis set

```
31
Properties=species:S:1:pos:R:3
C 1.49 -1.80 1.92
N 1.81 -0.42 1.49
O 1.06 0.48 1.83
O 2.83 -0.26 0.84
H 2.10 -2.51 1.40
H 0.43 -1.98 1.74
H 1.56 -1.77 3.01
Cl -2.02 -2.44 0.55
C -2.99 -0.94 0.62
C -2.13 0.18 1.19
Cl -3.08 1.68 1.27
H -3.91 -1.16 1.15
H -3.21 -0.70 -0.42
H -1.31 0.33 0.49
H -1.70 -0.07 2.16
Cl 1.27 -3.29 -1.37
C -0.07 -2.83 -2.48
C 0.46 -2.76 -3.90
Cl -0.91 -3.06 -5.01
H -0.48 -1.90 -2.12
H -0.81 -3.61 -2.37
H 1.22 -3.51 -4.10
H 0.83 -1.79 -4.19
Cl -0.73 5.02 -0.37
C 0.90 4.86 0.29
C 0.98 3.68 1.21
Cl 2.54 3.61 2.07
H 1.14 5.79 0.80
H 1.65 4.73 -0.49
H 0.83 2.72 0.73
H 0.26 3.70 2.04
```

## Properties
2S+1: 1
Maximum force (eV/A): 1.49
ΔE to the lowest compared entry with this formula, charge and spin (eV): 0.000
E (Ha): -3242.01737
SMILES: C[N+](=O)[O-].ClCCCl.ClCCCl.ClCCCl

=====

Record 3
C68H98AsF24N4O8P | ωB97M-V with the def2-TZVPD basis set

```
204
Properties=species:S:1:pos:R:3
C -6.03 6.25 -5.37
C -4.82 5.89 -4.55
C -3.74 5.03 -5.23
N -2.43 5.08 -4.45
C -1.46 3.87 -4.95
C -0.95 4.14 -6.43
C -0.25 5.51 -6.58
C -1.10 6.67 -6.05
C -1.60 6.43 -4.59
C -2.43 4.82 -2.89
H -5.75 6.93 -6.19
H -6.66 6.80 -4.67
H -6.60 5.44 -5.83
H -5.04 5.52 -3.54
H -4.33 6.86 -4.48
H -3.61 4.97 -6.31
H -4.00 4.00 -4.97
H -1.96 2.90 -4.88
H -0.60 3.83 -4.29
H -1.74 4.10 -7.18
H -0.40 3.25 -6.74
H -0.15 5.68 -7.65
H 0.75 5.62 -6.17
H -2.06 6.81 -6.55
H -0.61 7.64 -6.09
H -2.18 7.27 -4.21
H -0.68 6.35 -4.01
H -1.45 4.78 -2.43
H -2.87 3.84 -2.75
H -3.06 5.56 -2.38
C 0.92 -4.39 2.45
C 1.08 -2.92 2.38
C 0.68 -2.25 1.09
C 0.40 -0.77 1.23
N -0.06 -0.07 -0.06
C -0.22 1.52 0.25
C -1.66 1.57 0.70
C -2.26 0.82 -0.43
C -1.47 -0.45 -0.57
C 0.94 -0.35 -1.23
C 2.46 -0.19 -0.88
C 3.33 0.00 -2.10
H 1.87 -4.74 2.85
H 0.77 -4.90 1.50
H 0.21 -4.71 3.22
H 2.08 -2.66 2.75
H 0.31 -2.48 3.02
H -0.31 -2.59 0.79
H 1.38 -2.53 0.29
H 1.38 -0.32 1.39
H -0.25 -0.58 2.09
H -0.09 2.16 -0.62
H 0.28 1.97 1.11
H -1.99 2.61 0.79
H -1.78 1.13 1.69
H -2.16 1.43 -1.33
H -3.31 0.60 -0.26
H -1.37 -0.72 -1.62
H -1.84 -1.36 -0.11
H 0.73 0.39 -2.00
H 0.71 -1.34 -1.63
H 2.87 -1.02 -0.31
H 2.46 0.68 -0.23
H 4.40 -0.02 -1.86
H 3.22 0.92 -2.66
H 3.14 -0.74 -2.88
As -2.18 -2.00 -4.68
F -2.11 -1.13 -6.32
F -3.98 -2.35 -4.89
F -2.21 -2.86 -3.14
F -0.45 -1.67 -4.41
F -2.64 -0.44 -3.81
F -1.81 -3.56 -5.49
P 1.21 5.42 -1.01
F 0.12 6.31 -1.83
F 2.28 6.12 -2.02
F 1.28 6.64 0.03
F 2.53 4.74 -0.30
F 0.14 4.65 -0.10
F 1.09 4.12 -2.12
N 7.34 -3.10 -3.91
C 7.08 -1.84 -3.39
C 5.89 -1.44 -4.05
C 5.41 -2.50 -4.83
C 6.32 -3.53 -4.72
H 8.14 -3.70 -3.79
H 7.70 -1.31 -2.69
H 5.30 -0.55 -3.92
H 4.50 -2.56 -5.42
H 6.39 -4.51 -5.17
N -1.38 -1.91 6.13
C -1.85 -3.09 5.67
C -2.34 -2.82 4.37
C -2.06 -1.46 4.05
C -1.35 -0.91 5.15
H -0.93 -1.84 7.04
H -1.97 -3.97 6.28
H -3.05 -3.48 3.89
H -2.35 -0.90 3.17
H -0.94 0.06 5.40
C 0.81 -8.33 3.29
C 1.40 -7.96 4.44
C 1.36 -8.80 5.57
C 0.75 -10.07 5.48
C 0.09 -10.42 4.31
C 0.17 -9.59 3.20
H 0.95 -7.83 2.35
H 1.88 -6.99 4.45
H 1.71 -8.46 6.53
H 0.67 -10.67 6.37
H -0.54 -11.30 4.28
H -0.33 -9.94 2.31
C 6.08 1.93 0.89
C 5.36 2.00 2.08
C 5.39 3.15 2.87
C 6.30 4.11 2.49
C 7.10 4.00 1.38
C 6.97 2.94 0.53
H 5.98 1.05 0.27
H 4.72 1.16 2.30
H 4.72 3.13 3.71
H 6.20 5.03 3.05
H 7.77 4.78 1.04
H 7.52 2.93 -0.40
C 1.02 -6.57 7.92
C 2.24 -6.52 8.56
C 3.22 -5.66 7.99
C 3.01 -4.89 6.86
C 1.78 -4.97 6.27
C 0.73 -5.74 6.83
H 0.25 -7.18 8.36
H 2.33 -6.99 9.52
H 4.08 -5.51 8.62
H 3.85 -4.23 6.71
H 1.49 -4.38 5.42
H -0.28 -5.66 6.45
C 4.24 -4.58 0.92
C 3.93 -3.80 -0.21
C 4.69 -2.73 -0.51
C 5.83 -2.43 0.29
C 6.27 -3.33 1.21
C 5.51 -4.40 1.55
H 3.56 -5.39 1.13
H 3.04 -4.17 -0.70
H 4.53 -2.15 -1.40
H 6.53 -1.66 -0.01
H 7.23 -3.18 1.67
H 5.79 -5.10 2.32
C 2.36 3.07 -5.48
C 3.67 2.30 -5.27
O 4.10 1.72 -6.52
C 3.62 0.42 -6.94
O 2.88 -0.39 -6.30
C 4.29 0.03 -8.28
F 4.96 -1.10 -8.11
F 3.45 -0.03 -9.32
F 5.25 0.96 -8.66
H 2.15 3.97 -4.90
H 1.43 2.54 -5.29
H 2.30 3.35 -6.53
H 3.42 1.51 -4.56
H 4.38 2.94 -4.74
C -8.30 2.42 1.22
C -6.82 2.03 1.57
O -6.88 0.88 2.43
C -5.74 0.24 2.77
O -4.66 0.46 2.23
C -5.86 -0.72 3.98
F -5.23 -0.23 5.02
F -7.04 -1.00 4.38
F -5.25 -1.87 3.64
H -8.84 1.51 0.98
H -8.39 3.04 0.33
H -8.77 2.91 2.07
H -6.37 2.92 2.02
H -6.11 1.98 0.75
C -10.57 -0.65 2.28
C -10.41 -1.60 1.06
O -9.42 -1.31 0.08
C -8.14 -1.56 0.28
O -7.71 -2.23 1.27
C -7.17 -0.76 -0.63
F -7.67 0.43 -0.90
F -5.99 -0.47 -0.04
F -6.96 -1.44 -1.73
H -11.41 -1.00 2.89
H -10.78 0.39 2.02
H -9.66 -0.77 2.87
H -11.33 -1.61 0.48
H -10.20 -2.56 1.52
C 1.47 5.86 3.37
C 1.79 4.46 2.70
O 2.06 3.52 3.75
C 2.19 2.15 3.59
O 2.30 1.59 2.49
C 2.37 1.53 4.93
F 2.63 0.21 4.79
F 3.39 2.17 5.57
F 1.29 1.61 5.70
H 0.58 5.89 4.01
H 1.36 6.78 2.80
H 2.30 6.13 4.01
H 2.63 4.53 2.00
H 0.98 4.03 2.11
```

## Properties
Total charge: -1
2S+1: 2
Maximum force (eV/A): 6.37
E (Ha): -8444.86926

=====

Record 4
C46H50IrN8O2Si | ωB97M-V with the def2-TZVPD basis set

```
108
Properties=species:S:1:pos:R:3
Ir 0.22 -0.07 0.03
C -3.46 -0.70 -1.74
C -2.79 0.12 -2.84
C -1.28 0.43 -2.63
N -0.58 -0.59 -1.87
C -0.58 -1.81 -2.38
C -0.88 -2.08 -3.73
C -1.28 -3.24 -4.36
C -1.64 -4.45 -3.79
C -1.44 -4.82 -2.47
C -0.73 -4.17 -1.49
C -0.14 -2.87 -1.46
N 0.72 -2.49 -0.56
C 1.39 -3.48 0.24
C 0.81 -3.65 1.64
C 0.87 -2.34 2.43
N -0.14 -1.43 1.99
C -1.30 -1.34 2.57
C -1.74 -2.28 3.54
C -2.74 -2.21 4.49
C -3.55 -1.13 4.82
C -3.65 0.06 4.12
C -3.10 0.39 2.90
C -2.17 -0.26 2.06
N -1.95 0.08 0.81
C -2.87 0.95 0.12
C -3.97 0.14 -0.57
H -4.31 -1.23 -2.17
H -2.77 -1.46 -1.36
H -2.90 -0.43 -3.78
H -3.30 1.07 -2.96
H -0.83 0.57 -3.63
H -1.13 1.38 -2.12
H -0.77 -1.23 -4.40
H -1.42 -3.16 -5.43
H -2.10 -5.19 -4.44
H -1.85 -5.79 -2.19
H -0.66 -4.70 -0.55
H 1.39 -4.44 -0.28
H 2.43 -3.15 0.33
H -0.22 -3.99 1.57
H 1.39 -4.42 2.15
H 0.77 -2.54 3.51
H 1.83 -1.86 2.27
H -1.20 -3.21 3.54
H -2.86 -3.10 5.10
H -4.17 -1.24 5.70
H -4.29 0.81 4.56
H -3.44 1.35 2.53
H -3.36 1.68 0.78
H -2.33 1.52 -0.62
H -4.43 -0.52 0.17
H -4.73 0.84 -0.92
C 3.41 1.80 0.30
Si 2.61 0.24 -0.51
C 3.85 -1.09 0.21
C 3.12 0.22 -2.38
C 4.48 0.14 -2.67
C 4.93 -0.06 -3.96
C 4.03 -0.17 -5.01
C 2.68 -0.02 -4.75
C 2.24 0.18 -3.45
H 4.35 2.05 -0.19
H 3.62 1.62 1.35
H 2.77 2.67 0.23
H 4.82 -0.62 0.33
H 3.98 -1.93 -0.46
H 3.56 -1.45 1.19
H 5.19 0.22 -1.87
H 5.99 -0.13 -4.15
H 4.38 -0.37 -6.01
H 1.96 -0.08 -5.56
H 1.19 0.31 -3.26
N 1.24 5.21 3.28
C 1.21 4.06 3.18
N 1.19 2.78 3.16
C 0.99 1.90 2.30
N 0.84 0.94 1.65
C 0.63 6.69 0.42
O 0.73 5.78 -0.67
C 1.92 5.19 -0.95
C 3.09 5.44 -0.26
C 4.30 4.91 -0.67
C 4.35 4.09 -1.79
C 3.19 3.78 -2.46
C 1.95 4.32 -2.07
N 0.88 4.05 -2.88
C -0.45 4.33 -2.72
C -1.17 4.27 -1.52
C -2.35 5.01 -1.35
C -3.00 5.07 -0.13
C -2.50 4.37 0.96
C -1.41 3.53 0.81
C -0.75 3.37 -0.44
O 0.06 2.42 -0.69
H -0.39 7.05 0.38
H 1.32 7.53 0.30
H 0.80 6.19 1.38
H 3.07 6.07 0.62
H 5.20 5.14 -0.12
H 5.29 3.69 -2.12
H 3.22 3.11 -3.31
H 1.14 3.66 -3.78
H -0.97 4.64 -3.62
H -2.71 5.59 -2.18
H -3.88 5.69 -0.02
H -2.99 4.45 1.92
H -1.10 2.90 1.62
```

## Properties
2S+1: 2
Maximum force (eV/A): 2.53
ΔE to the lowest compared entry with this formula, charge and spin (eV): 4.411
E (Ha): -2765.02388

=====

- Among the records above, which one has the lowest maximum force?
  C7H15Cl6NO2